# 1
Entry from the OMol25 dataset: C6H9N in the gas phase in a non-equilibrium geometry (ωB97M-V/def2-TZVPD).

Output
relative energy (zero: lowest compared OMol25 entry of this formula, charge and spin): 365.2 kJ/mol
LUMO energy: 1.1 eV
maximum force: 1.9 eV/A
orbital gap: 9.6 eV

Geometry as ORCA input:
```
! wB97M-V def2-TZVPD RIJCOSX def2/J DEFGRID3
* xyz 0 1
C -1.6896 -0.6850 0.7221
C -0.3989 -0.2763 0.0777
C 0.9935 -1.0992 0.0665
C 0.8596 0.2036 0.7257
C 0.8633 1.3991 -0.2750
N 0.9014 1.0035 -1.6583
C -0.3572 0.8613 -0.9595
H -2.1936 0.1482 1.2030
H -1.5496 -1.4315 1.4913
H -2.3937 -1.0987 0.0119
H 0.9427 -1.9894 0.6652
H 1.7358 -1.2728 -0.7053
H 1.0446 0.3467 1.7793
H 1.0909 2.4208 0.0064
H 1.3881 0.1134 -1.7915
H -1.2373 1.3561 -1.3595
*
```

natural (NBO) charges in e:
1 C -0.6128
2 C -0.0100
3 C -0.4301
4 C -0.2795
5 C -0.0566
6 N -0.5640
7 C -0.1063
8 H 0.2139
9 H 0.2180
10 H 0.2144
11 H 0.2253
12 H 0.2033
13 H 0.2179
14 H 0.2069
15 H 0.3494
16 H 0.2104

# 2
Entry from the OMol25 dataset: C6H9N in the gas phase in a non-equilibrium geometry (ωB97M-V/def2-TZVPD).

Output
relative energy (zero: lowest compared OMol25 entry of this formula, charge and spin): 68.6 kJ/mol
LUMO energy: 1.1 eV
maximum force: 1.3 eV/A
orbital gap: 9.0 eV

Geometry as ORCA input:
```
! wB97M-V def2-TZVPD RIJCOSX def2/J DEFGRID3
* xyz 0 1
C 1.4932 -2.0807 -0.1713
C 0.4610 -0.9939 -0.2633
C -0.7284 -0.9764 -0.9181
C -1.3614 0.2965 -0.6738
C -0.5601 0.9837 0.1730
C -0.7243 2.2513 0.9479
N 0.6030 0.2338 0.4191
H 2.0149 -2.0587 0.7917
H 1.0215 -3.0663 -0.2713
H 2.2465 -2.0006 -0.9638
H -1.1443 -1.7880 -1.5011
H -2.2991 0.6438 -1.0830
H 0.2397 2.6633 1.2756
H -1.2603 3.0150 0.3809
H -1.2905 2.0198 1.8586
H 1.2887 0.8574 -0.0011
*
```

natural (NBO) charges in e:
1 C -0.6428
2 C 0.1291
3 C -0.2668
4 C -0.2983
5 C 0.1458
6 C -0.6417
7 N -0.5795
8 H 0.2237
9 H 0.2257
10 H 0.2147
11 H 0.2143
12 H 0.2174
13 H 0.2166
14 H 0.2213
15 H 0.2259
16 H 0.3950

# 3
Entry from the OMol25 dataset: C6H9N in the gas phase in a non-equilibrium geometry (ωB97M-V/def2-TZVPD).

Output
relative energy (zero: lowest compared OMol25 entry of this formula, charge and spin): 98.7 kJ/mol
LUMO energy: 0.8 eV
maximum force: 1.1 eV/A
orbital gap: 10.4 eV

Geometry as ORCA input:
```
! wB97M-V def2-TZVPD RIJCOSX def2/J DEFGRID3
* xyz 0 1
C -0.2499 0.3424 1.5941
C 0.1359 0.6616 0.3600
C 1.3277 1.5627 0.1235
C -0.5802 0.1317 -0.8713
C -1.0714 -1.3174 -0.7300
C 0.0544 -2.1868 -0.3621
N 0.9623 -2.8441 -0.0783
H 0.2677 0.7267 2.4634
H -1.0687 -0.3357 1.7855
H 1.5166 1.7266 -0.9427
H 2.2241 1.1048 0.5531
H 1.2021 2.5426 0.5947
H 0.0790 0.1957 -1.7471
H -1.4438 0.7672 -1.1038
H -1.5014 -1.6743 -1.6736
H -1.8545 -1.4036 0.0346
*
```

natural (NBO) charges in e:
1 C -0.4062
2 C 0.0256
3 C -0.6515
4 C -0.4225
5 C -0.5048
6 C 0.2895
7 N -0.3299
8 H 0.2028
9 H 0.1898
10 H 0.2109
11 H 0.2325
12 H 0.2246
13 H 0.2157
14 H 0.2274
15 H 0.2515
16 H 0.2447

# 4
Entry from the OMol25 dataset: 2 unconnected molecules or ions with the total composition C6H9N in a non-equilibrium geometry (ωB97M-V/def2-TZVPD).

Output
relative energy (zero: lowest compared OMol25 entry of this formula, charge and spin): 711.8 kJ/mol
LUMO energy (spin up / spin down): 0.6 / 0.6 eV
maximum force: 6.3 eV/A
orbital gap (spin up / spin down): 9.4 / 9.4 eV

Geometry as ORCA input:
```
! wB97M-V def2-TZVPD RIJCOSX def2/J DEFGRID3
* xyz 0 1
C -1.8532 1.6204 -0.3291
C -1.0768 0.9181 0.7771
C -2.1887 0.0337 0.3410
C -1.8585 -1.2957 -0.2877
C 1.7634 1.0366 -0.4236
C 0.9467 0.0886 0.3537
N -3.0262 1.0469 -0.0425
H -1.0263 1.4199 1.6560
H -1.4398 -2.0302 0.3222
H -1.2278 -1.1675 -1.2260
H -2.8374 -1.7009 -0.6394
H 2.6133 0.4902 -0.9239
H 2.1959 1.6421 0.3300
H 1.0531 1.4776 -1.0161
H 1.2927 -0.3166 1.2156
H 0.5971 -0.7075 -0.3836
*
```

natural (NBO) charges in e:
1 C 0.1238
2 C -0.2772
3 C 0.2174
4 C -0.6672
5 C -0.6583
6 C -0.2838
7 N -0.3804
8 H 0.2204
9 H 0.2354
10 H 0.2402
11 H 0.2335
12 H 0.2114
13 H 0.2051
14 H 0.2293
15 H 0.1758
16 H 0.1746

# 5
Entry from the OMol25 dataset: C6H9N in the gas phase (ωB97M-V/def2-TZVPD).

Output
relative energy (zero: lowest compared OMol25 entry of this formula, charge and spin): 404.3 kJ/mol
LUMO energy: 1.0 eV
maximum force: 0.9 eV/A
orbital gap: 9.9 eV

Geometry as ORCA input:
```
! wB97M-V def2-TZVPD RIJCOSX def2/J DEFGRID3
* xyz 0 1
C -0.9980 1.4383 -0.4846
C -0.1704 0.2090 -0.1638
C 0.0842 -0.8129 -1.2339
C -0.7836 -1.1612 -0.0361
C 0.7704 -0.0432 2.2837
N 1.6493 -0.5302 1.4572
C 0.9131 0.5002 0.8306
H -1.4803 1.8290 0.4181
H -1.7758 1.2088 -1.2194
H -0.3708 2.2404 -0.8993
H -0.3778 -0.6322 -2.2058
H 1.0646 -1.2773 -1.3044
H -1.8597 -1.2580 -0.1840
H -0.3653 -1.7911 0.7705
H 2.2278 -1.3329 1.2672
H 1.4725 1.4134 0.7039
*
```

natural (NBO) charges in e:
1 C -0.5925
2 C -0.0972
3 C -0.4172
4 C -0.4213
5 C 0.1607
6 N -0.5879
7 C -0.1477
8 H 0.2190
9 H 0.2117
10 H 0.2098
11 H 0.2188
12 H 0.2059
13 H 0.2207
14 H 0.2206
15 H 0.4109
16 H 0.1857

# 6
Entry from the OMol25 dataset: C6H9N in the gas phase (ωB97M-V/def2-TZVPD).

Output
relative energy (zero: lowest compared OMol25 entry of this formula, charge and spin): 271.4 kJ/mol
LUMO energy: 1.0 eV
maximum force: 0.5 eV/A
orbital gap: 10.4 eV

Geometry as ORCA input:
```
! wB97M-V def2-TZVPD RIJCOSX def2/J DEFGRID3
* xyz 0 1
C 2.5984 0.8726 1.8240
C 1.6860 0.1433 0.9434
C 0.9597 -0.4766 0.2078
C -0.0114 -1.1598 -0.6542
C -1.3831 -0.5460 -0.4592
C -1.7682 0.7003 -1.1490
N -2.3091 -0.5911 -1.5818
H 2.3988 1.9491 1.8012
H 3.6356 0.7138 1.5127
H 2.4996 0.5322 2.8599
H -0.0383 -2.2313 -0.4183
H 0.2765 -1.0755 -1.7092
H -1.7890 -0.6841 0.5429
H -1.0801 1.1658 -1.8518
H -2.4114 1.3957 -0.6134
H -3.2639 -0.7085 -1.2549
*
```

natural (NBO) charges in e:
1 C -0.6806
2 C -0.0021
3 C -0.0267
4 C -0.4770
5 C -0.0683
6 C -0.2625
7 N -0.5915
8 H 0.2325
9 H 0.2337
10 H 0.2324
11 H 0.2319
12 H 0.2390
13 H 0.1950
14 H 0.1981
15 H 0.1938
16 H 0.3522

# 7
Entry from the OMol25 dataset: a molecular structure, C6H9N (ωB97M-V/def2-TZVPD).

Output
relative energy (zero: lowest compared OMol25 entry of this formula, charge and spin): 199.3 kJ/mol
LUMO energy: 1.0 eV
maximum force: 0.4 eV/A
orbital gap: 9.7 eV

Geometry as ORCA input:
```
! wB97M-V def2-TZVPD RIJCOSX def2/J DEFGRID3
* xyz 0 1
C 1.2527 0.2049 1.5867
C 0.2247 -0.3306 0.6385
C -0.1092 0.1825 -0.6217
C 0.5669 1.3400 -1.2953
C -1.1970 -0.5560 -1.0901
C -1.4831 -1.5185 -0.1195
N -0.5451 -1.3950 0.9701
H 2.2421 0.2458 1.1150
H 1.3176 -0.4381 2.4676
H 1.0091 1.2224 1.9190
H 0.1061 1.5654 -2.2618
H 1.6285 1.1290 -1.4711
H 0.5165 2.2451 -0.6782
H -1.7160 -0.4240 -2.0317
H -2.0735 -2.4239 -0.1893
H -1.7405 -1.0490 1.0619
*
```

natural (NBO) charges in e:
1 C -0.6424
2 C 0.1199
3 C -0.0519
4 C -0.6361
5 C -0.2636
6 C -0.2280
7 N -0.4798
8 H 0.2186
9 H 0.2325
10 H 0.2143
11 H 0.2190
12 H 0.2209
13 H 0.2183
14 H 0.2227
15 H 0.2351
16 H 0.4005

# 8
Entry from the OMol25 dataset: C6H9N in the gas phase in a non-equilibrium geometry (ωB97M-V/def2-TZVPD).

Output
relative energy (zero: lowest compared OMol25 entry of this formula, charge and spin): 66.2 kJ/mol
LUMO energy: 1.1 eV
maximum force: 2.3 eV/A
orbital gap: 8.9 eV

Geometry as ORCA input:
```
! wB97M-V def2-TZVPD RIJCOSX def2/J DEFGRID3
* xyz 0 1
C -1.4356 1.4411 0.0452
C -0.5820 0.2722 -0.3509
C -0.8913 -0.7633 -1.3478
C 0.0571 -1.7375 -1.1844
N 1.0875 -1.1975 -0.4303
C 0.5867 -0.0921 0.2429
C 1.3584 0.4210 1.3994
H -1.3056 2.0493 0.9402
H -2.4748 1.1039 0.0763
H -1.3467 2.1342 -0.8043
H -1.8113 -0.7293 -1.9083
H 0.2359 -2.5778 -1.8417
H 1.8008 -1.7565 0.0028
H 1.0917 1.4250 1.7056
H 1.2013 -0.2443 2.2516
H 2.4282 0.2514 1.2037
*
```

natural (NBO) charges in e:
1 C -0.6402
2 C -0.0867
3 C -0.2910
4 C -0.0719
5 N -0.5221
6 C 0.1267
7 C -0.6414
8 H 0.2215
9 H 0.2133
10 H 0.2142
11 H 0.2191
12 H 0.2058
13 H 0.3941
14 H 0.2306
15 H 0.2127
16 H 0.2153

Question: Among the records above, which one has the highest relative energy (zero: lowest compared OMol25 entry of this formula, charge and spin)?
Answer: number 4